Below is a gas-phase ion, C3H3Cl3N3 (charge +1) at a distorted geometry, with properties calculated with ωB97M-V/def2-TZVPD.

## Properties
* gap between HOMO and LUMO: 0.339 Ha
* DFT total energy: -45187.2671 eV
* structure (SMILES): [H]/N=C(Cl)/N=C\[N+](Cl)=C\Cl

```
! RIJCOSX wB97M-V def2-TZVPD def2/J DEFGRID3
* xyz 1 1
Cl -2.752 -1.263 1.231
Cl 2.415 -2.215 0.188
Cl 2.756 0.701 1.271
N -0.994 -1.001 -0.573
N 1.356 -0.894 -0.232
N -0.877 0.650 1.047
C 1.545 0.316 0.219
C -1.408 -0.388 0.584
C 0.161 -1.269 -0.946
H 0.895 1.110 -0.144
H -1.286 1.060 1.880
H 0.334 -1.889 -1.818
*
```

***

Below is a single C3H5N3S molecule at a distorted geometry, with properties calculated with ωB97M-V/def2-TZVPD.

## Properties
* gap between HOMO and LUMO: 0.340 Ha
* DFT total energy: -18497.7817 eV
* structure (SMILES): [H]/N=C1/NCC(=S)N1

```
! RIJCOSX wB97M-V def2-TZVPD def2/J DEFGRID3
* xyz 0 1
S -2.354 -0.337 -0.008
N 0.282 -0.849 0.029
N 2.677 -0.808 -0.016
N 1.309 1.133 -0.102
C -0.771 -0.024 -0.001
C 1.561 -0.227 -0.007
C -0.122 1.412 0.042
H -0.388 1.906 0.992
H 0.190 -1.835 -0.088
H 2.006 1.795 0.197
H 2.533 -1.805 0.210
H -0.564 2.034 -0.761
*
```

***

Below is a single C4H4O2 molecule at a distorted geometry, with properties calculated with ωB97M-V/def2-TZVPD.

## Properties
* gap between HOMO and LUMO (spin up / spin down): 0.263 / 0.347 Ha
* DFT total energy: -8300.6718 eV
* ⟨S²⟩: 2.009

```
! RIJCOSX wB97M-V def2-TZVPD def2/J DEFGRID3
* xyz 0 3
O 1.170 -0.202 -0.925
O -1.195 -2.869 -0.398
C -0.103 -0.652 -0.783
C -0.598 -1.905 -0.603
C 0.790 -0.167 0.420
C 0.307 1.171 0.812
H 1.126 1.834 0.928
H -0.748 0.092 -1.260
H -0.354 1.425 0.040
H -0.394 1.273 1.769
*
```

***

Below is 7 unconnected molecules or ions with the total composition C13H35Cl5NO9 at a distorted geometry, with properties calculated with ωB97M-V/def2-TZVPD.

## Properties
* gap between HOMO and LUMO: 0.296 Ha
* DFT total energy: -96561.8425 eV

```
! RIJCOSX wB97M-V def2-TZVPD def2/J DEFGRID3
* xyz -1 1
Cl -3.871 1.436 2.455
Cl 0.828 1.699 -3.734
Cl 2.193 4.184 -1.967
Cl -3.496 2.662 5.552
Cl -0.568 0.774 0.254
O -0.701 -3.048 -2.310
O 0.863 0.672 0.377
O -0.964 0.186 -0.988
O 0.725 0.110 2.862
O -2.564 -0.110 -3.096
O -1.957 5.322 -0.455
O -1.250 0.227 1.444
O 3.670 -2.723 -0.227
O -0.882 2.119 0.172
N 0.908 -2.659 -0.048
C 3.072 -2.333 1.018
C 4.982 -3.087 -0.122
C -1.624 4.272 0.432
C -0.470 -2.136 -0.198
C -1.429 -3.772 -3.372
C 1.731 -1.674 0.653
C -2.208 2.254 4.430
C -2.485 1.083 3.523
C -1.275 -0.608 -3.163
C 0.353 2.192 -2.048
C 0.570 3.642 -1.681
C 2.100 0.091 2.432
C -1.446 -3.059 -1.028
H -2.403 -2.552 -1.150
H -1.563 -4.825 -3.123
H -2.158 3.155 3.818
H 5.717 -2.294 0.018
H 1.306 -2.840 -0.959
H -2.049 4.861 -1.292
H 3.638 -1.468 1.363
H -1.452 -4.018 -0.509
H 1.832 -0.824 -0.021
H 1.390 -1.327 1.628
H -0.689 1.902 -1.912
H 2.319 1.062 1.988
H -2.551 3.703 0.488
H -0.763 -2.097 0.851
H -1.076 -1.226 -4.039
H 3.067 -3.062 1.828
H -2.487 -3.509 -3.372
H -0.417 -1.104 -0.544
H -1.578 4.589 1.474
H -1.297 1.961 4.951
H -0.996 -1.177 -2.277
H -2.560 0.435 -2.306
H 2.830 0.055 3.240
H 2.349 -0.761 1.798
H -0.187 4.301 -2.107
H 5.176 -3.834 0.648
H 0.455 3.735 -0.601
H -2.860 0.273 4.148
H 5.270 -3.676 -0.992
H -0.818 3.663 0.023
H 0.131 0.095 2.109
H -0.678 0.277 -3.383
H 1.095 1.669 -1.444
H -1.162 -3.636 -4.420
H -1.637 0.779 2.909
*
```

***

Below is a molecular structure, C58H57As3Cl2CsN17O4Se at a distorted geometry, with properties calculated with ωB97M-V/def2-TZVPD.

## Properties
* gap between HOMO and LUMO: 0.188 Ha
* DFT total energy: -368045.8570 eV

```
! RIJCOSX wB97M-V def2-TZVPD def2/J DEFGRID3
* xyz -2 1
Cs 1.010 0.730 1.356
Se -2.084 1.981 0.509
As 2.006 -2.633 0.991
As 4.450 -1.209 -0.502
As 7.716 -3.515 3.215
Cl -0.153 8.380 -4.253
Cl -2.162 8.916 -1.844
O -0.050 2.894 1.555
O 0.470 3.413 -4.479
O 2.403 -0.578 2.875
O -6.739 -1.088 -0.487
N -8.771 -0.418 -0.043
N -1.700 0.372 1.037
N 1.232 0.871 -2.388
N -1.939 -2.363 -1.986
N 2.543 3.728 0.614
N -2.513 2.327 -2.302
N 2.142 2.910 5.927
N -8.391 -1.310 0.925
N -0.863 4.350 0.024
N -3.359 2.213 1.660
N 2.065 0.229 3.800
N 4.990 1.905 2.827
N -3.780 3.152 -3.960
N 0.717 3.749 -2.189
N -3.944 1.819 -3.865
N -2.502 -4.493 -1.551
N -2.587 -3.746 -0.428
C 1.964 -4.053 -0.394
C 8.512 -2.438 1.770
C 0.247 5.965 -3.115
C -3.203 -1.205 4.002
C 0.110 3.855 0.731
C 2.381 2.205 5.049
C -2.240 -2.472 -0.709
C -8.616 1.451 -2.405
C -2.457 0.099 2.129
C 1.557 5.897 0.742
C -7.632 0.532 -2.042
C -6.331 -2.632 1.330
C -2.909 3.415 -3.013
C -4.248 0.938 3.569
C -6.475 0.419 -2.809
C -0.694 5.274 -0.993
C -2.974 -4.377 0.813
C -7.772 -0.297 -0.859
C 4.963 -3.079 1.743
C 5.752 -3.320 3.047
C 1.643 1.811 -3.240
C 6.216 -1.073 -1.417
C 0.103 4.968 -2.136
C -1.277 7.419 -1.960
C -3.179 1.341 -2.860
C -7.184 -1.684 0.640
C -7.266 2.128 -4.281
C 3.486 -3.341 2.100
C 0.884 3.120 -3.336
C 5.144 -1.619 1.301
C 1.467 4.506 0.686
C 1.784 -0.336 -2.467
C 7.989 -5.287 2.377
C 0.680 -3.529 2.142
C -6.281 1.217 -3.926
C -4.146 -0.213 4.319
C -8.428 2.237 -3.527
C 3.967 1.686 3.309
C 2.653 1.573 -4.174
C 3.238 0.322 -4.231
C -1.405 6.471 -0.956
C 3.737 4.308 0.565
C -4.715 -4.487 2.590
C -5.929 -4.130 3.155
C 4.226 0.699 -0.208
C -4.296 -3.918 1.390
C -2.112 -3.621 -2.455
C 5.407 -4.047 0.640
C 2.783 -0.668 -3.371
C -0.419 7.174 -3.022
C 3.924 5.680 0.592
C -5.105 -2.988 0.768
C -3.399 1.118 2.466
C -4.958 1.153 -4.659
C 2.804 6.491 0.693
C -6.743 -3.201 2.531
C -2.365 -1.059 2.919
C 2.764 1.327 3.991
H -4.083 -5.219 3.080
H -2.048 6.666 -0.107
H 1.378 -1.088 -1.794
H -3.124 0.300 -2.573
H -9.502 1.541 -1.791
H 6.919 -0.475 -0.835
H -4.646 0.119 -4.809
H 3.330 -4.420 2.216
H -3.135 -2.089 4.626
H 6.420 -3.819 0.307
H 0.660 6.491 0.823
H 8.069 -2.626 0.794
H 4.159 1.243 -1.151
H -2.212 -1.662 0.008
H -1.612 -1.804 2.685
H -6.243 -4.581 4.087
H 8.415 -1.379 2.010
H 0.877 5.761 -3.968
H -4.956 1.715 3.827
H 9.016 -5.605 2.562
H -4.802 -2.526 -0.162
H -1.937 -3.894 -3.483
H 0.937 -4.170 -0.751
H 4.592 -0.977 1.992
H -5.012 1.663 -5.618
H -3.036 -5.440 0.587
H -7.118 2.764 -5.145
H 0.636 -3.012 3.102
H 3.191 -1.669 -3.406
H 2.903 7.569 0.727
H 2.580 -3.758 -1.244
H -2.546 4.409 -2.810
H 4.584 3.632 0.498
H 2.945 2.362 -4.854
H 5.499 -2.504 3.731
H 7.325 -6.017 2.842
H 4.021 0.113 -4.952
H -4.782 -0.341 5.187
H 6.064 -0.595 -2.387
H 3.298 0.855 0.339
H 7.814 -5.278 1.303
H 4.918 6.106 0.545
H -5.712 -0.290 -2.512
H 5.055 1.082 0.385
H 6.195 -1.328 1.356
H -2.194 -4.236 1.563
H 9.576 -2.675 1.726
H -0.298 -3.481 1.666
H 5.370 -5.081 0.991
H 6.635 -2.065 -1.588
H 4.743 -3.952 -0.221
H 3.282 -2.874 3.068
H 2.316 -5.016 -0.019
H 5.375 -4.232 3.525
H -7.692 -2.900 2.953
H 0.943 -4.576 2.310
H -9.187 2.952 -3.816
*
```

***

Below is a single C3H2N2O2 molecule at a distorted geometry, with properties calculated with ωB97M-V/def2-TZVPD.

## Properties
* gap between HOMO and LUMO: 0.414 Ha
* DFT total energy: -10217.3239 eV
* structure (SMILES): [H]/N=C(/C#N)OC=O

```
! RIJCOSX wB97M-V def2-TZVPD def2/J DEFGRID3
* xyz 0 1
O -0.631 -0.137 0.527
O -1.274 1.384 -1.050
N 1.930 -1.973 1.634
N 1.287 0.213 -0.886
C -1.509 0.688 -0.102
C 1.348 -1.241 0.957
C 0.674 -0.294 0.082
H -2.478 0.605 0.407
H 0.697 0.849 -1.419
*
```

***

Below is a molecular structure, C30H59F13InO14S4 at a distorted geometry, with properties calculated with ωB97M-V/def2-TZVPD.

## Properties
* gap between HOMO and LUMO: 0.226 Ha
* DFT total energy: -144573.1066 eV

```
! RIJCOSX wB97M-V def2-TZVPD def2/J DEFGRID3
* xyz -1 1
In -1.596 2.149 1.152
S 0.901 0.556 -13.072
S -1.195 -3.619 10.455
S 2.182 -1.740 -2.789
S 1.564 -4.395 -8.459
F 0.013 3.579 5.179
F 1.939 4.302 5.829
F 0.003 2.050 7.619
F 3.169 0.853 3.955
F -0.410 4.450 9.056
F 1.810 3.954 3.101
F 2.322 1.368 6.394
F 3.479 2.960 2.215
F 0.710 1.173 4.997
F 1.664 3.373 8.169
F -0.160 5.458 7.190
F -1.638 3.926 7.439
F 3.864 2.700 4.725
O -1.961 -2.421 10.591
O 1.387 1.028 -14.516
O -0.397 -3.865 9.296
O 0.511 -4.409 -9.657
O -0.287 -3.806 11.756
O 1.420 -0.679 -2.218
O 2.840 -4.813 -8.951
O 1.656 -3.070 -2.873
O 2.696 -1.299 -4.233
O 1.420 -3.171 -7.731
O -2.553 3.991 0.802
O -2.131 1.470 3.049
O 0.419 -0.790 -13.166
O 0.100 1.584 -12.488
C -2.114 4.938 1.745
C 0.446 0.959 -15.603
C 0.910 -3.012 11.857
C -2.748 -0.416 4.454
C -3.355 5.520 2.446
C -1.361 -1.036 6.592
C -3.845 4.602 3.601
C 0.618 -1.557 12.169
C -1.962 0.068 3.202
C 1.456 1.844 2.063
C 1.702 1.965 5.345
C 1.730 -3.388 -11.533
C -2.035 -1.537 5.285
C 1.755 -1.343 -5.325
C 2.326 2.739 2.918
C 2.479 0.559 -12.288
C 0.609 3.191 7.375
C -2.298 0.757 -0.447
C 0.863 -5.714 -7.525
C 1.096 3.286 5.899
C 3.755 -1.786 -1.996
C -3.157 0.768 5.349
C 0.610 2.603 1.003
C -0.615 2.039 -15.522
C 0.542 -3.316 -10.596
C -2.264 -4.995 10.725
C -0.435 4.309 7.732
C 2.784 2.111 4.249
C -1.059 -2.402 4.480
C 0.738 -0.219 -5.253
H 1.238 0.747 -5.176
H 4.232 -0.815 -2.106
H -3.638 0.423 6.269
H 1.267 -2.316 -5.360
H -3.693 -0.853 4.111
H 1.666 -2.603 -12.284
H 0.801 -6.596 -8.156
H 4.357 -2.573 -2.443
H -0.003 -0.036 -15.644
H -4.153 5.548 1.700
H 0.104 -0.225 -6.140
H 3.105 -0.202 -12.746
H 1.527 -5.900 -6.684
H 2.316 0.332 -11.236
H 0.094 -0.320 -4.380
H -1.406 4.518 2.480
H -1.253 1.904 -14.649
H 0.796 1.203 2.650
H -1.614 5.781 1.228
H -2.262 1.344 5.589
H -2.155 -0.949 7.332
H 1.547 -1.010 12.333
H 2.920 1.547 -12.392
H -1.442 -2.722 3.509
H -0.154 3.024 -15.438
H -2.914 -0.013 0.024
H -1.249 2.016 -16.409
H -0.008 -1.474 13.058
H -3.025 -4.966 9.948
H -0.881 -0.115 3.267
H -0.167 -1.800 4.275
H -4.623 3.939 3.230
H 3.578 -1.997 -0.943
H -4.184 5.199 4.453
H -2.833 -2.208 5.630
H -3.209 6.559 2.770
H -0.120 -5.414 -7.170
H 2.340 -1.244 -6.236
H -2.999 4.010 3.960
H -2.726 -4.895 11.704
H 1.029 1.088 -16.514
H 1.500 -3.110 10.944
H -1.478 0.328 -1.024
H -0.380 -3.385 -11.171
H 0.791 3.678 0.957
H -1.686 -5.913 10.654
H -3.843 1.445 4.842
H 0.899 2.203 0.027
H 0.517 -2.365 -10.060
H -2.429 -0.398 2.323
H 0.084 -1.075 11.351
H 2.669 -3.263 -10.993
H -0.700 -3.254 5.062
H -0.850 -0.085 6.465
H -2.927 1.338 -1.127
H 1.493 -3.449 12.667
H 1.771 -4.358 -12.031
H 2.144 1.174 1.546
H -0.693 -1.828 6.943
*
```

***

Below is a single C17H21N3O4S molecule, with properties calculated with ωB97M-V/def2-TZVPD.

## Properties
* gap between HOMO and LUMO: 0.355 Ha
* DFT total energy: -41465.5048 eV
* structure (SMILES): CCOc1ccc(S(=O)(=O)N[C@H](C)C(=O)NCc2ccccn2)cc1

```
! RIJCOSX wB97M-V def2-TZVPD def2/J DEFGRID3
* xyz 0 1
S -0.232 1.680 -0.925
O 0.536 0.668 -1.585
O -0.281 2.991 -1.506
O -5.742 -0.124 0.152
O 0.526 -1.496 0.823
N 0.422 1.912 0.604
N 2.291 -0.132 0.454
N 4.806 0.527 0.061
C -1.888 1.087 -0.640
C -6.153 -1.479 0.193
C -4.190 1.563 -0.231
C 4.477 -0.655 -0.444
C 6.737 -1.087 -1.088
C 1.053 -0.402 0.877
C -4.456 0.191 -0.123
C 1.042 1.161 2.848
C 3.028 -1.044 -0.382
C 6.068 0.914 0.004
C -3.412 -0.721 -0.280
C 7.077 0.150 -0.558
C 0.356 0.800 1.532
C -2.130 -0.268 -0.538
C -2.911 2.007 -0.487
C -6.311 -2.084 -1.198
C 5.417 -1.498 -1.032
H 0.085 2.783 0.987
H -2.688 3.057 -0.589
H -0.686 0.502 1.734
H 5.112 -2.452 -1.434
H -1.313 -0.961 -0.653
H 2.073 1.455 2.668
H -7.023 -1.499 -1.775
H 8.094 0.507 -0.581
H -7.123 -1.449 0.697
H 2.603 0.828 0.404
H 6.274 1.887 0.433
H -5.363 -2.094 -1.730
H -5.010 2.252 -0.110
H 0.520 1.985 3.332
H -3.577 -1.782 -0.198
H -6.679 -3.103 -1.113
H 2.907 -2.056 0.017
H 7.490 -1.718 -1.537
H -5.464 -2.073 0.805
H 2.606 -1.032 -1.398
H 1.031 0.301 3.512
*
```